(1)
64
Properties=species:S:1:pos:R:3:forces:R:3 method="wB97M-V/def2-TZVPD" molar_mass_g_mol=639.94 multiplicity=5 homo_ev="-7.7 / -7.8" orbital_gap_ev="7.568 / 7.650"
C -2.981524 1.785386 -0.962355 -0.3 -1.0 -0.2
C -2.112740 1.262592 -1.990060 -0.4 0.1 0.0
C -1.799943 -0.092995 -1.680940 -0.3 0.5 0.1
H -1.735784 1.804174 -2.866947 -0.3 -0.2 0.5
C -2.433628 -0.427405 -0.466471 -0.5 0.4 0.1
C -3.163690 0.709731 -0.002152 -0.1 0.3 -0.7
H -2.448609 -1.435340 -0.029724 0.2 0.7 -0.1
C 1.195747 3.176866 -0.050768 0.8 -0.2 -0.5
C 0.686771 2.948444 -1.388642 0.5 -0.3 0.4
C 1.165545 1.660220 -1.807138 0.4 0.3 0.3
H -0.016780 3.589893 -1.944713 0.6 -0.3 0.2
C 2.018774 1.120157 -0.799295 -0.6 1.1 -0.1
C 1.981108 2.023101 0.308435 -0.3 0.6 -0.4
H -1.264565 -0.809096 -2.312332 0.0 0.5 0.3
H -3.800335 0.734734 0.887186 0.3 0.1 -0.4
H -3.321701 2.829403 -0.839848 0.0 -0.7 -0.3
H 2.579054 1.893652 1.220428 -0.5 0.2 -0.4
H 0.999813 1.165610 -2.774656 -0.1 0.5 0.5
H 1.015788 4.068358 0.569495 0.2 -0.5 -0.4
Ho -0.896629 1.914409 0.199615 1.7 -3.2 -1.5
C 3.064785 0.028458 -0.993254 -0.6 -0.7 0.5
C 4.460360 0.638708 -0.706420 -0.1 -0.2 0.0
C 3.059658 -0.510474 -2.429065 0.0 0.1 0.2
H 4.660225 1.475580 -1.385208 -0.2 -0.1 0.1
H 5.247945 -0.108150 -0.864949 -0.1 0.0 0.0
H 4.549067 1.010241 0.321485 -0.1 -0.1 -0.2
H 3.281129 0.308105 -3.124388 -0.1 -0.2 0.0
H 2.089196 -0.958827 -2.681868 0.2 0.1 0.0
H 3.844455 -1.272407 -2.535370 -0.2 0.1 0.0
C 2.856784 -1.169359 0.029590 0.6 -0.1 -0.1
C 1.646876 -2.119169 -0.060998 -2.8 0.3 2.7
H 2.867926 -0.711995 1.043955 -0.2 -0.5 -0.6
H 3.771504 -1.805345 -0.082270 -0.6 0.4 0.2
O 0.555860 -1.951046 0.610109 3.7 1.6 -2.0
N 1.714370 -3.312599 -0.725944 -0.3 0.2 0.6
C 0.431155 -4.059559 -0.614331 0.8 -0.3 0.3
H 2.591348 -3.799388 -0.933493 -0.7 0.6 0.1
C -0.376591 -3.872657 -1.850295 -0.3 -0.2 -0.9
C -1.778392 -3.950340 -1.849732 0.3 -0.1 -0.2
H -2.304963 -4.128002 -0.907617 0.1 0.1 -0.3
C -2.485535 -3.855612 -3.052121 0.4 0.1 -0.3
H -3.576349 -3.931832 -3.057952 0.4 0.1 0.0
C -1.789060 -3.669769 -4.261034 0.0 0.0 0.1
H -2.340406 -3.609030 -5.211896 0.3 0.0 0.6
C -0.388518 -3.574547 -4.257124 -0.4 0.0 0.2
H 0.165261 -3.435498 -5.186179 -0.2 0.0 0.2
C 0.305472 -3.668849 -3.050472 -0.3 -0.1 -0.4
H 1.397312 -3.620788 -3.035667 -0.5 0.1 -0.1
H -0.139165 -3.642651 0.230866 0.6 -0.6 -0.3
H 0.705957 -5.094146 -0.409343 -0.3 -0.2 -0.2
Cl -2.561790 3.812459 8.116803 -0.1 0.2 0.5
C -2.134040 3.289474 6.546631 0.3 -0.5 -0.9
C -2.349432 4.158340 5.457309 0.2 -0.4 0.2
C -2.000145 3.715723 4.186610 -0.2 0.1 1.4
C -1.456857 2.435061 4.062876 0.0 -0.2 0.3
C -1.229925 1.565062 5.121772 -0.2 0.6 0.2
C -1.574812 2.000723 6.397175 -0.1 0.2 0.0
C -1.165328 2.061212 2.706592 0.4 -0.5 -2.8
O -1.515992 3.027936 1.861744 0.4 -1.1 0.9
O -0.647437 0.956518 2.246042 -1.2 2.6 1.7
H -2.772820 5.156286 5.598554 0.1 -0.4 0.1
H -2.141807 4.330330 3.301083 0.0 -0.2 0.5
H -0.795262 0.592772 4.899693 -0.1 0.2 0.2
H -1.408689 1.347156 7.258986 -0.2 0.4 -0.2

(2)
100
Properties=species:S:1:pos:R:3:forces:R:3 method="wB97M-V/def2-TZVPD" molar_mass_g_mol=1096.57 total_charge=+1 homo_ev=-12.2 orbital_gap_ev=4.823
O -3.933571 1.686578 0.956633 -4.2 3.7 -9.1
C -4.449241 2.156554 -0.211808 5.6 -4.3 6.2
F -3.680446 1.859672 -1.442509 -3.6 1.6 3.8
N -5.720978 2.969810 -0.113384 2.0 0.2 -1.6
S -7.066571 2.215518 -0.932405 -1.0 0.2 -2.0
C -5.485645 4.401365 -0.582571 -1.2 7.8 3.4
O -5.743768 5.366114 0.340520 2.1 -7.6 -7.5
F -5.022314 4.732914 -1.967060 -1.7 -2.1 5.4
H -7.307874 0.910339 -0.463828 0.5 1.3 0.7
H -8.237248 2.943957 -0.550291 1.5 -0.8 0.4
C -1.288184 0.301134 2.599536 -1.2 -0.2 0.3
C -0.134924 1.132374 3.047563 0.1 0.2 0.8
O 0.984529 0.447230 2.533476 -0.4 -0.1 -0.9
C 0.533068 -0.176088 1.409051 1.4 -1.4 -2.0
O 1.258860 -0.638556 0.544633 -1.7 1.0 1.9
O -0.833701 -0.213184 1.363870 1.4 0.1 -0.5
F -0.044335 1.144455 4.396381 0.1 0.2 0.1
H -1.502407 -0.528755 3.281285 0.2 0.4 -0.1
H -2.199394 0.890742 2.467433 0.2 -0.2 -0.1
H -0.145994 2.158642 2.665241 0.1 0.0 0.2
C 4.067427 0.647010 -0.392996 -0.9 0.5 0.8
C 4.261256 -0.502086 -1.322355 -0.3 -0.3 -0.4
O 5.567178 -0.309461 -1.816668 0.1 0.1 0.8
C 6.231936 0.338202 -0.819019 3.4 0.6 0.4
O 7.446211 0.435770 -0.756691 -3.0 -0.2 -0.2
O 5.371821 0.859129 0.108511 0.8 -0.4 -0.6
F 3.398383 -0.433316 -2.360807 -0.3 -0.2 -0.3
H 3.723650 1.552278 -0.904559 0.1 -0.3 -0.2
H 3.369421 0.414627 0.415817 0.3 0.0 -0.1
H 4.190235 -1.484159 -0.842763 -0.1 0.1 -0.2
C -1.796859 0.553035 7.889260 0.2 1.1 0.8
C -1.378595 -0.877281 7.858437 0.1 -0.6 0.9
O -2.171586 -1.430474 6.832754 0.1 0.9 -0.9
C -2.404212 -0.401447 5.970395 -0.9 0.0 -2.0
O -2.816390 -0.543099 4.831136 0.6 0.3 2.6
O -2.111755 0.809633 6.535396 -0.3 -1.1 -0.9
F -1.691007 -1.496210 9.019035 0.1 -0.1 0.0
H -2.685562 0.721323 8.506736 0.1 -0.3 0.0
H -0.997578 1.212689 8.237684 -0.1 0.0 -0.3
H -0.318938 -1.030175 7.627634 -0.1 -0.1 0.1
C -3.770389 8.048750 0.807831 -0.7 -0.6 -0.8
C -3.679258 8.593102 2.192416 0.2 -0.1 0.7
O -2.525947 9.402548 2.153017 -0.5 0.1 -0.7
C -2.439722 9.834298 0.863509 2.2 2.8 -1.4
O -1.740998 10.765198 0.498713 -1.8 -2.5 0.9
O -3.238335 9.101423 0.028892 0.4 0.5 0.5
F -3.473175 7.601465 3.087876 -0.1 -0.2 0.3
H -3.162537 7.148941 0.665528 0.0 0.1 0.3
H -4.800123 7.826336 0.515303 0.2 0.2 -0.1
H -4.542000 9.195933 2.495386 0.1 -0.1 0.1
C 5.085603 -5.156374 1.424004 0.8 -0.5 1.0
C 4.257711 -3.934551 1.215569 0.2 0.8 0.2
O 3.937571 -3.983501 -0.156290 -0.3 -0.9 0.1
C 3.922856 -5.309457 -0.469813 -0.9 -1.5 -2.6
O 3.423457 -5.767408 -1.484086 1.3 1.2 2.5
O 4.529641 -6.065527 0.495404 -0.8 0.4 -0.9
F 4.982238 -2.816307 1.444157 -0.1 0.3 0.1
H 6.142972 -4.997089 1.187386 -0.2 0.2 0.0
H 5.008655 -5.541859 2.444235 -0.1 -0.1 -0.2
H 3.336813 -3.909935 1.807904 0.1 0.2 0.0
C 0.844660 -6.700239 -2.451821 0.7 0.7 0.6
C -0.092598 -6.512224 -3.595454 0.1 0.4 -0.6
O -0.226377 -7.810164 -4.128686 -0.2 -0.2 0.9
C -0.039050 -8.648900 -3.071282 -0.5 -3.3 0.3
O -0.345087 -9.829667 -3.071709 0.8 2.9 0.0
O 0.527036 -8.003488 -2.006170 -0.7 -0.7 -0.7
F 0.454912 -5.717294 -4.542017 -0.1 0.2 -0.2
H 1.896210 -6.666942 -2.755996 -0.4 0.1 -0.1
H 0.685536 -5.964961 -1.658450 0.0 -0.3 0.0
H -1.077724 -6.128127 -3.309946 0.1 0.1 -0.2
C -3.943461 6.602365 -6.016413 1.2 0.6 -0.3
C -4.996399 5.896776 -6.800736 0.2 -0.6 -0.8
O -5.841226 5.358843 -5.808880 -0.1 0.8 0.7
C -5.735444 6.212390 -4.752027 -1.2 0.4 2.0
O -6.514788 6.240220 -3.814095 1.6 -0.2 -1.8
O -4.652930 7.039774 -4.874801 -1.3 -0.7 0.4
F -4.466426 4.874444 -7.508994 -0.1 -0.1 -0.2
H -3.130060 5.938107 -5.705722 -0.2 -0.1 -0.2
H -3.516466 7.448940 -6.560820 -0.2 0.0 0.3
H -5.575282 6.548992 -7.463328 0.0 -0.2 0.0
C 5.829611 -10.236965 -0.153597 -0.7 -0.8 -0.7
C 5.920742 -9.692612 1.230987 0.1 -0.4 0.7
O 7.074053 -8.883166 1.191588 -0.4 0.3 -0.7
C 7.160278 -8.451417 -0.097920 1.8 2.3 -1.5
O 7.859002 -7.520516 -0.462716 -1.7 -2.2 0.9
O 6.361665 -9.184292 -0.932537 0.6 0.8 0.6
F 6.126825 -10.684249 2.126447 -0.1 0.0 0.3
H 6.437463 -11.136773 -0.295901 0.0 0.1 0.3
H 4.799877 -10.459379 -0.446125 0.2 0.2 -0.1
H 5.058000 -9.089782 1.533957 0.1 -0.1 0.1
C 0.186898 2.262029 -1.983146 -0.1 -1.4 0.0
C 0.725261 3.321235 -1.083177 0.9 0.1 0.2
O 0.733186 4.472243 -1.896812 -0.9 -0.3 -0.2
C -0.284671 4.286637 -2.783485 -1.2 2.2 -2.1
O -0.767569 5.174263 -3.466711 1.1 -2.2 1.6
O -0.704366 2.984828 -2.808470 0.0 1.1 0.0
F 1.998725 3.046018 -0.722334 0.0 0.1 0.3
H 0.961671 1.799255 -2.603595 0.1 0.1 0.2
H -0.337910 1.476206 -1.433190 0.0 0.1 -0.2
H 0.116292 3.504804 -0.191561 0.2 0.0 0.1